{"formula": "C16H42BNO11", "method": "ωB97M-V/def2-TZVPD", "lumo_ev": 0.247, "max_force_ev_per_a": 0.5, "e_homo_ev": -9.23, "multiplicity": 1, "smiles": "CC(=O)OCCN(CB(O)O)C(=O)O.CCO.CCO.CCO.CCO.CCO", "homo_lumo_gap_ev": 9.48, "species": ["C", "C", "O", "O", "C", "C", "N", "C", "B", "O", "O", "C", "O", "O", "H", "H", "H", "H", "H", "H", "H", "H", "H", "H", "H", "H", "C", "C", "O", "H", "H", "H", "H", "H", "H", "C", "C", "O", "H", "H", "H", "H", "H", "H", "C", "C", "O", "H", "H", "H", "H", "H", "H", "C", "C", "O", "H", "H", "H", "H", "H", "H", "C", "C", "O", "H", "H", "H", "H", "H", "H"], "coordinates": [[3.671, -2.354, 1.197], [3.474, -3.115, -0.085], [3.366, -4.304, -0.160], [3.534, -2.396, -1.239], [2.988, -1.085, -1.312], [1.513, -1.140, -1.648], [0.704, -1.389, -0.447], [-0.717, -1.765, -0.746], [-1.036, -3.102, 0.067], [-1.149, -4.332, -0.539], [-1.227, -3.077, 1.417], [0.737, -0.280, 0.438], [1.020, -0.330, 1.600], [0.400, 0.882, -0.171], [3.998, -3.066, 1.951], [4.407, -1.560, 1.075], [2.726, -1.911, 1.524], [3.192, -0.515, -0.400], [3.530, -0.586, -2.115], [1.364, -1.981, -2.327], [1.206, -0.227, -2.175], [-0.831, -1.899, -1.824], [-1.408, -0.964, -0.457], [-0.441, -4.517, -1.164], [-1.255, -2.186, 1.777], [0.318, 1.552, 0.523], [-5.893, -0.133, -0.798], [-4.555, -0.524, -0.210], [-3.485, 0.205, -0.811], [-5.899, -0.297, -1.877], [-6.709, -0.706, -0.355], [-6.092, 0.927, -0.625], [-4.332, -1.576, -0.391], [-4.559, -0.365, 0.874], [-3.659, 1.144, -0.680], [6.151, 1.107, -3.061], [6.549, 1.466, -1.642], [6.285, 0.421, -0.715], [5.090, 0.858, -3.110], [6.343, 1.938, -3.740], [6.718, 0.243, -3.416], [5.974, 2.322, -1.288], [7.609, 1.742, -1.608], [6.785, -0.360, -0.979], [-7.347, 4.736, 0.624], [-5.939, 4.232, 0.378], [-5.848, 3.438, -0.803], [-8.039, 3.898, 0.700], [-7.398, 5.314, 1.548], [-7.678, 5.379, -0.196], [-5.624, 3.583, 1.195], [-5.236, 5.071, 0.320], [-6.114, 3.979, -1.554], [-4.502, 4.343, 4.308], [-5.981, 4.036, 4.445], [-6.332, 2.798, 3.834], [-4.213, 4.367, 3.257], [-4.259, 5.307, 4.758], [-3.901, 3.578, 4.806], [-6.577, 4.795, 3.938], [-6.274, 4.033, 5.500], [-5.829, 2.104, 4.273], [6.472, -5.051, -1.492], [6.860, -3.588, -1.567], [6.801, -2.943, -0.295], [5.469, -5.156, -1.080], [6.496, -5.508, -2.482], [7.167, -5.602, -0.851], [6.157, -3.041, -2.196], [7.860, -3.475, -2.000], [7.405, -3.393, 0.304]], "mulliken_charge": [-1.081, 1.021, -0.640, -0.384, 0.105, -1.152, 0.949, -1.151, 0.741, -0.586, -0.609, 0.201, -0.596, -0.452, 0.398, 0.261, 0.199, 0.390, -0.161, 0.560, 0.345, 0.286, 0.373, 0.305, 0.299, 0.362, -0.938, -0.134, -0.494, 0.301, 0.357, 0.095, 0.262, 0.247, 0.257, -0.892, -0.296, -0.433, 0.129, 0.384, 0.276, 0.302, 0.297, 0.223, -1.093, 0.069, -0.484, 0.266, 0.263, 0.403, 0.054, 0.277, 0.255, -0.922, -0.233, -0.496, 0.205, 0.328, 0.330, 0.185, 0.324, 0.299, -1.009, -0.236, -0.455, 0.199, 0.320, 0.355, 0.209, 0.411, 0.249]}

---

{"formula": "C16H42BrN3O", "method": "ωB97M-V/def2-TZVPD", "lumo_ev": -4.776, "total_charge": 2, "max_force_ev_per_a": 2.4, "e_homo_ev": -13.04, "multiplicity": 1, "homo_lumo_gap_ev": 8.26, "species": ["N", "H", "H", "H", "H", "Br", "C", "C", "N", "C", "C", "C", "C", "C", "O", "C", "H", "H", "H", "H", "H", "H", "H", "H", "H", "H", "H", "H", "H", "H", "H", "H", "H", "H", "H", "H", "C", "C", "C", "N", "C", "C", "C", "C", "C", "H", "H", "H", "H", "H", "H", "H", "H", "H", "H", "H", "H", "H", "H", "H", "H", "H", "H"], "coordinates": [[12.407, -7.759, -2.402], [11.827, -6.978, -2.809], [13.242, -7.832, -2.982], [11.788, -8.566, -2.345], [12.715, -7.459, -1.478], [10.654, -5.330, -3.784], [1.609, -3.719, -2.004], [2.504, -4.633, -2.790], [4.006, -4.435, -2.553], [4.276, -4.797, -1.133], [4.774, -5.487, -3.374], [4.760, -5.195, -4.871], [4.332, -3.028, -2.951], [5.742, -2.526, -2.588], [6.589, -2.937, -3.649], [7.967, -2.998, -3.355], [1.699, -3.756, -0.920], [0.553, -3.893, -2.233], [1.590, -2.668, -2.307], [2.339, -4.507, -3.858], [2.283, -5.685, -2.610], [3.822, -5.763, -0.932], [3.955, -4.009, -0.456], [5.351, -4.886, -0.989], [4.268, -6.433, -3.180], [5.746, -5.605, -2.902], [5.499, -4.484, -5.241], [3.818, -4.713, -5.135], [4.911, -6.101, -5.454], [3.697, -2.363, -2.363], [4.114, -2.785, -3.987], [5.997, -2.982, -1.626], [5.818, -1.439, -2.682], [8.112, -3.663, -2.488], [8.366, -2.059, -2.949], [8.530, -3.416, -4.179], [13.577, -0.819, -4.735], [14.922, -1.391, -4.278], [15.049, -1.624, -2.765], [14.047, -2.539, -2.088], [13.799, -3.834, -2.818], [12.729, -1.814, -1.811], [12.206, -2.432, -0.501], [13.347, -3.228, 0.137], [14.549, -2.735, -0.684], [13.321, 0.177, -4.375], [12.743, -1.466, -4.457], [13.492, -0.805, -5.822], [15.779, -0.718, -4.405], [15.277, -2.199, -4.921], [15.000, -0.671, -2.245], [16.059, -2.022, -2.649], [13.296, -4.466, -2.095], [14.713, -4.160, -3.304], [13.061, -3.591, -3.579], [12.030, -1.979, -2.622], [12.893, -0.754, -1.636], [11.328, -3.052, -0.683], [11.824, -1.673, 0.183], [13.114, -4.285, 0.006], [13.595, -3.074, 1.184], [15.400, -3.412, -0.636], [14.799, -1.758, -0.274]], "mulliken_charge": [-0.285, -0.106, 0.399, 0.396, 0.359, -0.704, -1.298, -0.215, 0.027, -1.199, -0.283, -1.109, -0.654, -0.763, -0.293, -0.836, 0.341, 0.432, 0.370, 0.266, 0.410, 0.368, 0.405, 0.538, 0.548, 0.392, 0.259, 0.268, 0.397, 0.378, 0.456, 0.339, 0.442, 0.366, 0.312, 0.312, -0.999, -0.544, -0.707, 0.208, -0.717, -0.547, -0.441, -0.736, -0.474, 0.322, 0.126, 0.385, 0.410, 0.334, 0.441, 0.403, 0.300, 0.289, 0.275, 0.225, 0.373, 0.220, 0.390, 0.208, 0.399, 0.419, 0.402]}

---

{"formula": "C16H42O11V", "method": "ωB97M-V/def2-TZVPD", "lumo_ev": [-1.110, -3.300], "max_force_ev_per_a": 5.6, "e_homo_ev": [-9.80, -9.80], "multiplicity": 2, "homo_lumo_gap_ev": [8.69, 6.50], "s2": 0.76, "species": ["O", "V", "O", "C", "O", "O", "O", "O", "H", "H", "C", "C", "C", "O", "H", "H", "H", "H", "H", "H", "H", "H", "C", "C", "C", "O", "H", "H", "H", "H", "H", "H", "H", "H", "C", "C", "C", "O", "H", "H", "H", "H", "H", "H", "H", "H", "C", "C", "C", "O", "H", "H", "H", "H", "H", "H", "H", "H", "C", "C", "C", "O", "H", "H", "H", "H", "H", "H", "H", "H"], "coordinates": [[-0.312, -0.240, -1.872], [-1.460, 0.000, -0.792], [-1.128, 1.129, 0.233], [-3.870, -1.094, -0.877], [-3.514, -0.434, 0.082], [-2.893, -1.449, -1.517], [-5.091, -1.296, -1.164], [-0.527, -1.643, 0.508], [0.026, -1.496, 1.275], [-1.048, -2.414, 0.733], [2.587, -1.947, -2.985], [3.511, -1.622, -1.842], [2.884, -1.510, -0.514], [4.597, -2.574, -1.883], [1.780, -1.214, -2.987], [2.152, -2.940, -2.865], [3.066, -1.921, -3.963], [3.938, -0.646, -2.070], [2.222, -0.644, -0.528], [3.606, -1.249, 0.260], [2.409, -2.443, -0.211], [4.930, -2.616, -2.783], [1.941, 2.286, 1.803], [3.247, 1.689, 2.348], [4.265, 2.755, 2.774], [3.058, 0.750, 3.331], [1.262, 2.574, 2.606], [1.424, 1.556, 1.180], [2.172, 3.111, 1.130], [3.742, 1.095, 1.580], [5.250, 2.293, 2.830], [4.002, 3.180, 3.742], [4.344, 3.491, 1.973], [3.891, 0.522, 3.750], [-0.921, -3.659, -3.827], [-1.290, -4.604, -2.705], [-0.213, -4.600, -1.569], [-2.496, -4.128, -2.131], [-1.707, -3.612, -4.582], [0.002, -3.880, -4.363], [-0.673, -2.667, -3.450], [-1.392, -5.606, -3.119], [0.749, -4.967, -1.929], [-0.621, -5.196, -0.753], [-0.126, -3.619, -1.101], [-2.444, -3.170, -2.167], [-1.523, 2.089, 3.507], [-1.164, 1.041, 4.596], [0.208, 1.324, 5.247], [-2.079, 0.993, 5.644], [-2.549, 2.193, 3.156], [-0.871, 1.961, 2.643], [-1.305, 3.093, 3.870], [-1.143, 0.028, 4.194], [0.573, 0.684, 6.050], [0.219, 2.341, 5.639], [1.017, 1.172, 4.533], [-2.746, 0.325, 5.468], [-4.125, 2.894, -2.217], [-2.596, 3.030, -2.494], [-1.847, 4.004, -1.583], [-2.131, 1.663, -2.422], [-4.638, 2.297, -2.971], [-4.632, 3.855, -2.302], [-4.311, 2.425, -1.251], [-2.424, 3.310, -3.533], [-0.793, 3.741, -1.671], [-2.123, 3.860, -0.538], [-2.010, 5.044, -1.868], [-2.336, 1.303, -3.288]], "mulliken_charge": [-0.387, 1.200, -0.403, 1.123, -0.581, -0.748, -0.427, -0.364, 0.198, 0.265, -0.948, 0.520, -0.823, -0.598, 0.014, 0.234, 0.462, 0.104, 0.060, 0.322, 0.278, 0.323, -0.864, 0.938, -1.611, -0.520, 0.217, -0.008, 0.406, -0.086, 0.447, 0.345, 0.377, 0.305, -1.093, 0.428, -0.613, -0.545, 0.314, 0.420, 0.082, 0.346, 0.407, 0.374, -0.317, 0.342, -0.816, 0.648, -1.168, -0.587, 0.373, -0.117, 0.390, 0.155, 0.383, 0.327, 0.111, 0.349, -1.201, 0.489, -1.255, -0.390, 0.383, 0.405, 0.213, 0.231, 0.328, 0.206, 0.433, 0.194]}

---

{"formula": "C16H43N3O4", "method": "ωB97M-V/def2-TZVPD", "lumo_ev": 0.217, "max_force_ev_per_a": 1.9, "e_homo_ev": -5.14, "multiplicity": 1, "homo_lumo_gap_ev": 5.36, "species": ["N", "H", "H", "H", "H", "C", "C", "C", "C", "C", "C", "N", "O", "C", "C", "C", "H", "H", "H", "H", "H", "H", "H", "H", "H", "H", "H", "H", "H", "H", "H", "H", "H", "H", "C", "C", "C", "O", "H", "H", "H", "H", "H", "H", "H", "H", "O", "H", "H", "C", "C", "C", "O", "C", "N", "H", "H", "H", "H", "H", "H", "H", "H", "H", "H", "H"], "coordinates": [[-11.526, -14.840, -16.484], [-12.217, -14.133, -16.770], [-10.734, -14.476, -15.951], [-11.133, -15.419, -17.262], [-12.111, -15.568, -16.008], [-10.589, -14.570, -19.822], [-9.448, -15.450, -19.306], [-8.249, -14.537, -18.912], [-7.149, -15.312, -18.195], [-7.685, -15.983, -16.952], [-8.806, -16.973, -17.337], [-9.817, -16.290, -18.152], [-10.982, -17.046, -18.398], [-9.480, -17.348, -16.013], [-8.231, -18.275, -17.924], [-9.013, -16.231, -20.581], [-10.250, -13.806, -20.517], [-11.081, -14.111, -18.955], [-11.395, -15.184, -20.225], [-8.599, -13.696, -18.309], [-7.724, -14.175, -19.800], [-6.301, -14.673, -17.923], [-6.704, -16.049, -18.869], [-8.009, -15.209, -16.252], [-6.971, -16.560, -16.356], [-8.894, -18.127, -15.514], [-10.429, -17.881, -16.135], [-9.764, -16.580, -15.288], [-8.036, -18.201, -18.997], [-8.823, -19.191, -17.903], [-7.277, -18.475, -17.428], [-9.681, -16.980, -21.001], [-8.016, -16.680, -20.491], [-8.775, -15.547, -21.406], [-9.250, -11.393, -15.911], [-8.672, -12.441, -14.993], [-8.112, -11.995, -13.608], [-9.770, -13.345, -14.770], [-10.075, -10.893, -15.399], [-9.610, -11.804, -16.852], [-8.501, -10.615, -16.079], [-7.848, -12.955, -15.497], [-8.811, -11.361, -13.051], [-7.200, -11.405, -13.692], [-7.963, -12.807, -12.893], [-9.709, -13.698, -13.877], [-13.152, -16.668, -15.323], [-12.878, -17.515, -15.709], [-14.088, -16.592, -15.540], [-13.599, -12.062, -15.663], [-14.264, -13.051, -16.609], [-15.735, -12.726, -16.994], [-15.687, -11.598, -17.885], [-16.916, -10.898, -17.845], [-13.400, -13.016, -17.820], [-13.725, -11.007, -15.908], [-12.529, -12.264, -15.593], [-13.906, -12.141, -14.614], [-14.391, -14.041, -16.164], [-16.356, -12.658, -16.096], [-16.219, -13.459, -17.652], [-17.824, -11.508, -17.844], [-17.015, -10.252, -18.718], [-16.906, -10.251, -16.962], [-13.787, -13.718, -18.453], [-13.644, -12.147, -18.288]], "mulliken_charge": [0.322, 0.341, 0.156, -0.409, 0.920, -1.502, 1.492, -0.840, -0.814, -0.697, 1.315, 0.921, -0.923, -1.841, -1.694, -1.951, 0.444, -0.005, 0.385, -0.087, 0.415, 0.431, 0.364, -0.305, 0.527, 0.437, 0.307, 0.276, 0.287, 0.355, 0.370, 0.279, 0.390, 0.497, -1.350, 0.929, -1.530, -0.448, 0.316, 0.247, 0.386, 0.008, 0.363, 0.371, 0.448, 0.179, -0.710, 0.347, 0.306, -0.969, 0.811, -1.028, -0.324, -0.822, -0.671, 0.365, -0.025, 0.373, -0.034, 0.454, 0.440, 0.322, 0.242, 0.307, 0.238, 0.293]}